[1]
ORCA calculation (ωB97M-V/def2-TZVPD) on a 2-piece molecular cluster, C6H12N2 overall at a distorted geometry.

E_LUMO, hartree: 0.0332
HOMO, eV: -8.553
SMILES string: Cc1c[nH]cn1.CC
Gap between HOMO and LUMO, Eh: 0.348
Relative energy (zero: lowest compared OMol25 entry of this formula, charge and spin), kcal/mol: 21.6

Structure (ORCA input):
```
! wB97M-V def2-TZVPD RIJCOSX def2/J DEFGRID3
* xyz 0 1
C 1.270 -0.260 -2.058
C 0.054 0.301 -1.404
C -1.071 -0.382 -0.941
N -1.917 0.705 -0.601
C -1.217 1.861 -0.810
N 0.024 1.636 -1.216
H 2.215 -0.090 -1.520
H 1.431 0.337 -2.974
H 1.128 -1.319 -2.167
H -1.520 -1.337 -1.117
H -2.938 0.610 -0.701
H -1.635 2.880 -0.849
C 0.065 -0.053 2.314
C 1.048 -1.087 1.691
H -0.142 -0.509 3.312
H 0.294 0.965 2.543
H -0.909 -0.204 1.827
H 0.823 -1.144 0.622
H 2.101 -0.841 1.904
H 0.896 -2.068 2.144
*
```


[2]
ORCA calculation (ωB97M-V/def2-TZVPD) on one molecule with the formula C6H12N2 at a distorted geometry.

E_LUMO, hartree: 0.0343
HOMO, eV: -8.477
SMILES string: C[C@]12CNC[C@]1(C)N2
Gap between HOMO and LUMO, Eh: 0.346
Relative energy (zero: lowest compared OMol25 entry of this formula, charge and spin), kcal/mol: 157.2

Structure (ORCA input):
```
! wB97M-V def2-TZVPD RIJCOSX def2/J DEFGRID3
* xyz 0 1
C -1.971 0.292 0.202
C -0.570 0.546 -0.414
C -0.209 -0.718 -1.250
N -0.189 -1.501 0.124
C 0.358 -0.624 1.285
C 0.615 0.699 0.445
C 1.871 0.506 -0.225
N -0.076 1.990 -0.094
H -2.309 -0.702 0.382
H -2.486 0.827 -0.781
H -2.235 1.001 1.067
H 0.874 -0.699 -1.743
H -0.923 -1.252 -1.835
H 0.391 -2.390 -0.076
H 1.386 -1.198 1.545
H -0.380 -0.489 2.084
H 1.905 1.208 -1.070
H 2.075 -0.608 -0.781
H 2.729 0.727 0.587
H -0.855 2.385 0.548
*
```


[3]
ORCA calculation (ωB97M-V/def2-TZVPD) on a 3-piece molecular cluster, C6H12N2 overall at a distorted geometry.

E_LUMO (alpha / beta), hartree: 0.0264 / 0.0273
HOMO (alpha / beta), eV: -7.013 / -6.436
Gap between HOMO and LUMO (alpha / beta), Eh: 0.284 / 0.264
Relative energy (zero: lowest compared OMol25 entry of this formula, charge and spin), kcal/mol: 164.7

Structure (ORCA input):
```
! wB97M-V def2-TZVPD RIJCOSX def2/J DEFGRID3
* xyz 0 1
C 1.820 1.039 2.234
C -0.612 -1.234 1.043
C -1.216 -0.692 -2.734
N 2.058 0.357 0.984
C 0.115 -0.299 0.202
C -1.270 0.314 -1.631
C 0.548 0.553 -0.578
N -2.224 1.097 -1.424
H 2.491 -0.553 1.138
H -2.097 1.702 -0.609
H 1.096 1.252 -1.168
H 2.758 1.289 2.761
H 1.196 0.481 2.962
H 1.299 1.984 2.040
H -0.383 -2.266 0.768
H -1.690 -1.080 0.956
H -0.315 -1.082 2.086
H -2.019 -0.526 -3.459
H -1.299 -1.701 -2.322
H -0.254 -0.636 -3.248
*
```


[4]
ORCA calculation (ωB97M-V/def2-TZVPD) on C6H12N2 as an isolated structure at a distorted geometry.

E_LUMO, hartree: 0.0316
HOMO, eV: -7.548
Gap between HOMO and LUMO, Eh: 0.309
Relative energy (zero: lowest compared OMol25 entry of this formula, charge and spin), kcal/mol: 142.9

Structure (ORCA input):
```
! wB97M-V def2-TZVPD RIJCOSX def2/J DEFGRID3
* xyz 0 1
C -1.368 -0.480 1.136
C -0.162 -0.916 -2.520
N -0.178 2.341 1.161
C -0.379 0.122 0.237
C 0.316 -1.115 -1.124
N 0.580 2.384 2.340
C 0.407 1.032 -0.115
C 1.010 -2.150 -0.680
H 0.032 3.188 0.638
H 0.147 1.807 3.053
H 1.540 2.062 2.215
H 1.154 1.431 -0.765
H -1.868 0.313 1.690
H -2.081 -1.058 0.546
H -0.898 -1.169 1.840
H -0.014 -1.818 -3.125
H -1.229 -0.677 -2.536
H 0.359 -0.090 -3.009
H 1.330 -2.234 0.352
H 1.301 -2.971 -1.335
*
```


[5]
ORCA calculation (ωB97M-V/def2-TZVPD) on a 2-piece molecular cluster, C6H12N2 overall at a distorted geometry.

E_LUMO (alpha / beta), hartree: 0.0256 / 0.0256
HOMO (alpha / beta), eV: -8.010 / -8.011
Gap between HOMO and LUMO (alpha / beta), Eh: 0.320 / 0.320
Relative energy (zero: lowest compared OMol25 entry of this formula, charge and spin), kcal/mol: 127.7

Structure (ORCA input):
```
! wB97M-V def2-TZVPD RIJCOSX def2/J DEFGRID3
* xyz 0 1
C -1.480 0.928 -1.086
C -0.224 -1.826 2.183
C -0.188 0.792 -0.847
C 1.403 -0.685 -1.959
C -0.780 0.956 1.838
C 1.090 0.807 -1.529
N 0.304 -1.122 1.226
N 0.199 0.198 1.078
H -2.272 0.794 -0.335
H -1.660 0.778 -2.151
H -0.045 -2.802 2.127
H -0.703 -1.450 3.154
H 2.433 -0.831 -2.217
H 1.048 -1.306 -1.162
H 0.986 -0.887 -2.993
H -0.634 0.594 2.865
H -0.656 1.969 1.614
H -1.743 0.480 1.483
H 1.070 1.478 -2.443
H 1.851 1.136 -0.845
*
```